Entry 1:
Entry from OMol25: a gas-phase ion, C7H12Cl2N3S (charge +1) in a non-equilibrium geometry (ωB97M-V with the def2-TZVPD basis set).

Positions of all 25 atoms, in Å:
C  0.88245  -0.79120  -0.83143
C  3.70694  -0.50991  0.54206
C  1.24591  1.04941  0.51921
C  2.73312  -1.54032  0.55385
C  -3.66230  -0.38536  -0.80636
C  -3.29831  1.02149  -0.13940
C  -1.84325  1.12036  0.34767
N  4.60289  -0.43455  1.39864
N  0.57337  0.45259  -0.48686
N  1.70955  -1.63155  -0.29801
S  -0.86408  1.02285  -1.18506
Cl  0.76754  2.48975  1.14856
Cl  3.55649  0.54805  -0.92221
H  0.35728  -1.05609  -1.70873
H  1.81665  0.37851  1.11821
H  2.94227  -2.44013  1.05938
H  -4.71328  -0.36746  -0.94186
H  -3.03759  -0.77798  -1.63360
H  -3.42243  -1.05366  -0.03094
H  -4.00262  1.21738  0.60315
H  -3.59732  1.81613  -0.88233
H  -1.67182  2.03475  0.86815
H  -1.71487  0.17712  0.91653
H  5.30548  0.31636  1.35359
H  1.62794  -2.65657  -0.56221

Forces on atoms 1 to 3 (eV/Å):
-0.9216 -0.0777 -1.9730
0.3662 0.6650 -0.7597
-1.3847 -0.4522 -0.5012

Energy above the lowest of the compared OMol25 structures with the same formula, charge and spin ... 6.7 kcal/mol
Calculated total energy ... -47793.1068 eV
HOMO-LUMO gap (alpha / beta) ... 0.2730 / 0.2442 Eh
2S+1 ... 1
Net charge ... +1
E_HOMO (alpha / beta) ... -12.33 / -11.86 eV

Here are the Löwdin charges for atoms 1 to 6, given in e: -0.221 -0.745 -0.652 -0.113 -0.090 -0.296


Entry 2:
Entry from OMol25: a gas-phase ion, C7H12ClN2 (charge +1) in a non-equilibrium geometry (ωB97M-V with the def2-TZVPD basis set).

Positions of all 22 atoms, in Å:
C  -2.37537  1.62093  0.25406
N  -2.55006  0.20156  -0.12398
C  -1.15437  -0.36181  -0.33865
C  -0.60596  -1.13413  0.63541
C  0.51230  -2.00030  0.69859
C  1.73702  -1.98142  0.12352
C  2.59815  -0.90599  -0.39513
C  2.74461  0.40426  -0.10759
N  3.76997  1.20176  -0.43778
Cl  1.44661  1.11711  0.74263
H  -1.93258  1.57200  1.21697
H  -1.67660  2.12283  -0.47540
H  -3.29203  2.23198  -0.04123
H  -3.05443  0.04157  -1.09280
H  -3.05182  -0.28556  0.53540
H  -0.82043  0.06946  -1.26495
H  -1.37354  -1.47913  1.47317
H  0.49749  -2.94297  1.23193
H  2.16114  -2.97630  0.24508
H  3.50606  -1.09719  -1.01608
H  3.63131  2.10544  -0.10541
H  4.63532  0.68933  -0.43273

Forces on atoms 1 to 3 (eV/Å):
-0.9775 1.8865 -3.1567
1.7333 0.4691 -4.8902
-0.4085 -0.6435 1.4336

Energy above the lowest of the compared OMol25 structures with the same formula, charge and spin ... 56.5 kcal/mol
Calculated total energy ... -22946.4846 eV
HOMO-LUMO gap ... 0.2877 Eh
2S+1 ... 1
Net charge ... +1
SMILES ... C[NH2+]/C=C/C=C\C=C(\N)Cl
E_HOMO ... -11.15 eV

Here are the Löwdin charges for atoms 1 to 6, given in e: -0.021 -0.013 -0.104 -0.133 -0.152 -0.071


Entry 3:
Entry from OMol25: a gas-phase ion, C7H12ClN2O2 (charge +1) in a non-equilibrium geometry (ωB97M-V with the def2-TZVPD basis set).

Positions of all 24 atoms, in Å:
C  -0.37752  1.11311  2.06754
C  -0.09869  0.03355  0.97959
C  -1.23414  -0.53308  0.17018
C  -1.86427  0.37003  -0.86144
C  -0.66876  0.89085  -1.73918
C  0.59876  0.06877  -1.62967
C  1.15151  0.24551  -0.18043
Cl  2.27013  1.55593  -0.02949
N  1.59461  -1.00414  0.41289
O  2.43037  -1.94669  -0.19333
N  0.78076  -1.13110  1.39391
O  0.63170  -2.05670  2.13514
H  -1.45719  1.26877  1.91064
H  0.19824  1.90612  1.86701
H  -0.22096  0.53699  3.01125
H  -1.98840  -0.92465  0.84336
H  -0.70316  -1.47261  -0.24583
H  -2.29699  1.19626  -0.52798
H  -2.63689  -0.22219  -1.45203
H  -0.87859  0.89790  -2.75173
H  -0.28786  1.93986  -1.31959
H  0.41469  -1.07536  -1.73870
H  1.28352  0.40935  -2.36438
H  3.35911  -2.06649  0.24226

Forces on atoms 1 to 3 (eV/Å):
-2.5648 -5.5031 -0.4856
1.6452 2.5391 -1.0125
0.2208 -2.5902 0.8933

Energy above the lowest of the compared OMol25 structures with the same formula, charge and spin ... 37.1 kcal/mol
Calculated total energy ... -27038.2708 eV
HOMO-LUMO gap ... 0.3585 Eh
2S+1 ... 1
Net charge ... +1
SMILES ... C[C@@]12CCCC[C@]1(Cl)N(O)[N+]2=O
E_HOMO ... -14.99 eV

Here are the Löwdin charges for atoms 1 to 6, given in e: 0.066 -0.248 -0.143 -0.115 -0.147 -0.176


Entry 4:
Entry from OMol25: a gas-phase ion, C7H12F3N4 (charge +1) in a non-equilibrium geometry (ωB97M-V with the def2-TZVPD basis set).

Positions of all 26 atoms, in Å:
C  2.40181  0.20524  -0.65884
C  1.46504  1.33466  -0.61457
C  0.19754  0.95065  -0.23219
C  0.70426  -1.45063  -0.41925
C  0.33259  -2.03152  -1.75987
C  -1.21194  2.52939  1.45167
C  1.86267  2.71519  -1.03531
N  2.04446  -0.99872  -0.53554
N  -0.26979  -0.27790  -0.26707
N  0.60009  -2.21408  0.78288
N  -0.87080  2.06808  0.07868
F  2.90867  2.76373  -1.80718
F  0.89160  3.34187  -1.73152
F  2.02293  3.51247  0.02714
H  3.55507  0.26287  -0.84335
H  -0.55052  -2.69031  -1.61335
H  1.14691  -2.57962  -2.02058
H  0.23604  -1.24910  -2.52138
H  -1.78300  1.70951  2.12694
H  -0.34168  2.95074  2.10590
H  -1.87719  3.48666  1.27025
H  -1.02033  -0.51367  0.37998
H  -0.12202  -2.86638  0.55788
H  1.41340  -2.60473  1.16708
H  -0.60453  2.85836  -0.44435
H  -1.68467  1.68411  -0.51329

Forces on atoms 1 to 3 (eV/Å):
2.1751 3.3956 -0.6797
4.8679 -1.4771 -1.3528
-3.8332 3.4333 2.1727

Calculated total energy ... -21555.1670 eV
HOMO-LUMO gap (alpha / beta) ... 0.2492 / 0.2715 Eh
2S+1 ... 3
Net charge ... +1
E_HOMO (alpha / beta) ... -9.90 / -13.69 eV

Here are the Löwdin charges for atoms 1 to 6, given in e: -0.069 0.005 -0.204 -0.582 0.016 -0.033


Entry 5:
Entry from OMol25: a gas-phase ion, C7H12FN4O3S (charge +1) in a non-equilibrium geometry (ωB97M-V with the def2-TZVPD basis set).

Positions of all 28 atoms, in Å:
C  -1.83760  -1.32033  -1.69509
C  -0.77075  -1.77432  -2.74252
N  0.65373  -1.70298  -2.23354
C  0.82529  -0.67018  -1.28660
N  0.82851  0.60847  -1.60576
N  0.99101  1.22242  -0.39361
S  1.04971  2.93347  -0.42593
O  0.72913  3.50147  0.84651
O  2.32318  3.34997  -0.91645
F  -0.01463  3.33769  -1.55652
C  1.07054  0.34574  0.62536
C  1.21054  0.72018  2.10624
C  -0.37622  0.75349  2.58406
C  -0.82887  -0.56300  3.40243
O  -1.22629  -0.21301  1.92676
N  0.98482  -0.90585  0.09990
H  -1.83501  -0.22873  -1.47096
H  -2.85101  -1.53750  -2.12532
H  -1.77976  -1.95433  -0.77010
H  -1.02364  -2.82885  -3.01755
H  -0.80519  -1.10534  -3.64147
H  1.23216  -1.42015  -3.03181
H  1.60145  1.74372  2.27860
H  1.68397  -0.07176  2.72150
H  -0.81075  1.74997  2.91451
H  -1.89697  -0.73754  3.63288
H  -0.14856  -1.41846  3.21751
H  1.02123  -1.81426  0.55698

Forces on atoms 1 to 3 (eV/Å):
-0.4089 -0.5712 -0.3317
-0.9104 0.3045 -0.0049
0.0615 0.9278 0.6076

Calculated total energy ... -33097.9347 eV
HOMO-LUMO gap ... 0.3593 Eh
2S+1 ... 1
Net charge ... +1
SMILES ... CCNc1nn(S(=O)(=O)F)c(C[C@@H]2CO2)[nH+]1
E_HOMO ... -14.10 eV

Here are the Löwdin charges for atoms 1 to 6, given in e: -0.098 -0.211 0.034 -0.322 0.196 -0.100